Entry 1:
{"formula": "C4H8N2O", "method": "wB97M-V/def2-TZVPD", "e_homo_ev": -9.429, "charge": 0, "lumo_ha": 0.0404, "smiles": "N[C@H]1CC/C1=N\\O", "symbols": ["N", "C", "C", "C", "C", "N", "O", "H", "H", "H", "H", "H", "H", "H", "H"], "coordinates": [[0.449168, -1.952599, 0.659117], [0.760056, -0.693550, -0.007115], [-0.009389, -0.530126, -1.353973], [-0.785144, 0.686487, -0.797834], [-0.018377, 0.519751, 0.480560], [0.035323, 1.232039, 1.523039], [-0.897943, 2.278220, 1.393581], [0.878190, -2.714008, 0.136763], [0.861623, -1.982063, 1.587693], [1.840283, -0.490645, -0.087420], [-0.635338, -1.398043, -1.566077], [0.620068, -0.326378, -2.222410], [-1.865303, 0.583607, -0.671668], [-0.588129, 1.663278, -1.246268], [-0.714948, 2.829391, 2.164859]], "atomic_forces_ev_per_a": [[0.2, -0.1, 0.1], [0.1, 0.1, 0.0], [0.1, -0.2, -0.2], [-0.1, 0.2, 0.2], [-0.1, 0.2, 0.2], [0.1, -0.4, -0.2], [0.1, 0.2, 0.2], [-0.1, 0.1, 0.1], [-0.1, 0.1, -0.1], [-0.2, 0.0, 0.0], [0.0, 0.1, 0.0], [-0.1, 0.0, 0.1], [0.1, -0.1, -0.1], [0.0, -0.1, -0.2], [-0.1, -0.1, -0.1]], "nbo_charge": [-0.825, -0.086, -0.401, -0.477, 0.230, -0.131, -0.581, 0.356, 0.364, 0.182, 0.218, 0.209, 0.236, 0.231, 0.476]}

***

Entry 2:
{"formula": "C23H23N3O3", "method": "wB97M-V/def2-TZVPD", "e_homo_ev": -7.361, "charge": 0, "lumo_ha": 0.0210, "smiles": "COc1cc(CNc2ccc3[nH]c(=O)[nH]c3c2)ccc1OCc1ccc(C)cc1", "symbols": ["C", "O", "C", "C", "C", "C", "N", "C", "C", "C", "C", "N", "C", "O", "N", "C", "C", "C", "C", "C", "O", "C", "C", "C", "C", "C", "C", "C", "C", "H", "H", "H", "H", "H", "H", "H", "H", "H", "H", "H", "H", "H", "H", "H", "H", "H", "H", "H", "H", "H", "H", "H"], "coordinates": [[0.099917, -0.650645, 1.744691], [1.417118, -0.204704, 1.539906], [1.907509, -0.173601, 0.259944], [1.277668, -0.817391, -0.795390], [1.794006, -0.805185, -2.084609], [1.050829, -1.506616, -3.199710], [-0.355116, -1.162027, -3.255364], [-1.313080, -1.724470, -2.433736], [-2.436361, -0.955792, -2.091868], [-3.479872, -1.458541, -1.334457], [-3.388274, -2.766210, -0.904275], [-4.221420, -3.566933, -0.143124], [-3.677953, -4.821979, 0.004472], [-4.147761, -5.758444, 0.605603], [-2.474095, -4.788642, -0.672702], [-2.272550, -3.549272, -1.241359], [-1.234072, -3.053963, -2.000327], [2.980203, -0.130651, -2.319440], [3.619083, 0.518341, -1.281621], [3.104467, 0.524040, 0.011438], [3.860427, 1.212904, 0.913278], [3.334230, 1.598524, 2.166997], [2.070906, 2.417255, 2.089148], [1.193576, 2.443416, 3.166218], [0.028700, 3.181964, 3.104896], [-0.296297, 3.909900, 1.965071], [-1.561234, 4.712537, 1.913324], [0.585618, 3.885045, 0.894830], [1.758942, 3.153221, 0.956074], [0.003584, -1.728292, 1.575481], [-0.121577, -0.430538, 2.787953], [-0.609820, -0.116869, 1.104944], [0.359709, -1.352547, -0.614047], [1.496828, -1.233529, -4.160751], [1.145923, -2.588614, -3.087788], [-0.497723, -0.171188, -3.399678], [-2.483762, 0.066985, -2.436874], [-4.330080, -0.842681, -1.086896], [-5.111787, -3.302097, 0.239553], [-1.863314, -5.583308, -0.746643], [-0.393910, -3.681539, -2.247763], [3.406621, -0.106539, -3.310963], [4.540503, 1.053754, -1.449039], [3.170736, 0.722831, 2.805634], [4.137886, 2.202100, 2.607789], [1.426708, 1.874950, 4.055180], [-0.644968, 3.191841, 3.950319], [-1.460610, 5.608805, 2.525899], [-1.787151, 5.019419, 0.895087], [-2.399211, 4.136837, 2.302258], [0.356335, 4.446246, -0.000212], [2.433963, 3.151893, 0.112646]], "atomic_forces_ev_per_a": [[-0.3, -0.1, 0.0], [0.6, 0.0, -0.4], [0.0, 0.0, 0.2], [0.0, 0.0, 0.1], [0.1, 0.0, -0.1], [0.1, 0.0, 0.1], [0.1, 0.3, -0.5], [-0.5, -0.1, 0.1], [0.2, 0.1, -0.1], [0.0, -0.4, 0.1], [0.5, 0.2, -0.4], [-0.2, 0.1, 0.1], [-0.3, -0.3, 0.3], [-0.1, -0.3, 0.2], [0.2, 0.0, -0.1], [-0.2, 0.6, 0.0], [0.0, 0.1, 0.0], [-0.2, -0.1, 0.0], [-0.1, 0.0, 0.3], [0.0, -0.1, -0.3], [0.0, -0.1, -0.1], [0.0, 0.1, 0.6], [0.1, 0.1, -0.1], [0.1, 0.0, -0.1], [0.0, 0.0, 0.0], [0.0, 0.0, -0.1], [0.0, 0.0, 0.0], [-0.1, 0.0, 0.1], [0.2, -0.1, 0.1], [0.0, 0.0, 0.0], [0.0, 0.0, -0.1], [0.0, 0.0, 0.0], [-0.1, 0.0, 0.1], [0.0, -0.1, 0.1], [0.0, 0.1, -0.1], [0.0, -0.1, 0.1], [0.0, 0.1, 0.0], [-0.1, 0.1, 0.0], [0.1, -0.2, 0.0], [-0.1, 0.0, 0.1], [0.1, -0.1, 0.0], [0.0, 0.0, -0.1], [0.1, 0.1, 0.0], [0.0, 0.2, -0.1], [-0.1, -0.1, -0.1], [0.0, -0.1, 0.1], [-0.1, 0.0, 0.1], [-0.1, 0.1, 0.0], [-0.1, 0.0, 0.0], [-0.1, 0.0, 0.0], [0.0, 0.1, -0.1], [0.1, 0.0, -0.1]], "nbo_charge": [-0.251, -0.527, 0.312, -0.307, -0.049, -0.226, -0.589, 0.173, -0.271, -0.235, 0.138, -0.611, 0.760, -0.634, -0.595, 0.146, -0.316, -0.217, -0.239, 0.241, -0.495, -0.078, -0.048, -0.196, -0.213, -0.041, -0.625, -0.161, -0.223, 0.177, 0.200, 0.186, 0.230, 0.207, 0.203, 0.377, 0.207, 0.218, 0.423, 0.424, 0.216, 0.209, 0.225, 0.194, 0.200, 0.207, 0.207, 0.220, 0.214, 0.216, 0.200, 0.219]}

***

Entry 3:
{"formula": "C40H43N3O4S2", "method": "wB97M-V/def2-TZVPD", "e_homo_ev": -6.832, "charge": 0, "lumo_ha": -0.0008, "symbols": ["C", "N", "C", "C", "C", "C", "C", "C", "C", "C", "C", "C", "C", "C", "N", "C", "C", "C", "C", "C", "C", "C", "C", "N", "C", "C", "C", "C", "C", "C", "H", "H", "H", "H", "H", "H", "H", "H", "H", "H", "H", "H", "H", "H", "H", "H", "H", "H", "H", "H", "H", "H", "H", "H", "H", "H", "H", "H", "H", "H", "H", "H", "C", "C", "C", "C", "S", "C", "S", "C", "C", "C", "C", "C", "C", "O", "O", "O", "O", "C", "C", "H", "H", "H", "H", "H", "H", "H", "H", "H", "H", "H"], "coordinates": [[-6.943866, -2.056611, 2.506271], [-6.559432, -0.820885, 1.833659], [-7.654278, -0.009924, 1.320574], [-5.251009, -0.432016, 1.745099], [-4.890691, 0.796438, 1.131638], [-3.590600, 1.062284, 0.759031], [-2.559818, 0.112137, 0.988009], [-1.221116, 0.261262, 0.421550], [-0.189683, -0.532831, 0.957036], [1.115615, -0.110358, 1.272400], [2.109539, -1.161917, 1.513101], [1.847253, -2.496727, 1.165838], [2.753796, -3.503432, 1.422434], [4.061164, -3.203171, 1.849427], [5.033792, -4.160772, 1.961457], [6.443014, -3.827178, 2.064955], [4.775816, -5.585916, 1.887279], [4.344105, -1.839825, 2.195489], [3.350988, -0.886867, 2.149609], [1.474786, 1.306768, 1.347568], [0.569167, 2.270418, 1.846358], [0.939162, 3.577750, 2.043655], [2.243531, 4.025462, 1.696805], [2.663805, 5.302063, 1.931725], [4.066954, 5.676821, 1.896682], [1.746609, 6.405299, 2.167673], [3.156802, 3.076540, 1.164534], [2.775207, 1.754504, 0.982885], [-2.884277, -1.019172, 1.773043], [-4.195907, -1.316652, 2.112447], [-6.661582, -2.054780, 3.578621], [-8.029504, -2.169193, 2.457920], [-6.481822, -2.931837, 2.030049], [-7.470041, 0.255651, 0.272413], [-8.576099, -0.596237, 1.395597], [-7.805487, 0.920370, 1.896068], [-5.646360, 1.556819, 0.924656], [-3.318058, 2.030766, 0.352784], [-0.959533, 1.199720, -0.070410], [-0.455628, -1.574781, 1.115450], [0.912643, -2.765666, 0.686145], [2.462576, -4.521671, 1.197235], [6.697560, -2.945471, 1.463074], [6.746114, -3.647243, 3.106136], [7.023413, -4.675842, 1.692641], [3.713367, -5.835875, 1.982676], [5.156416, -6.014727, 0.944588], [5.332535, -6.093532, 2.699181], [5.344403, -1.559175, 2.544906], [3.548531, 0.113400, 2.563322], [-0.434562, 1.953235, 2.119393], [0.233386, 4.239614, 2.526229], [4.690453, 4.886583, 2.319654], [4.431317, 5.878018, 0.879432], [4.198936, 6.588326, 2.491346], [0.709881, 6.055124, 2.199012], [1.997069, 6.889275, 3.129025], [1.827982, 7.162765, 1.371410], [4.163740, 3.370712, 0.871514], [3.493137, 1.043537, 0.553598], [-2.089946, -1.685818, 2.104152], [-4.411512, -2.238398, 2.657936], [3.203785, -3.075331, -2.232795], [3.464299, -1.806931, -1.697069], [2.531797, -0.788769, -1.896784], [1.344898, -1.045828, -2.599314], [0.076654, 0.225196, -2.703030], [-1.242897, -0.198047, -1.582570], [-2.620564, 0.852646, -2.111960], [-2.895079, 1.067807, -3.880980], [-2.284039, 2.134765, -4.539053], [-2.568007, 2.368082, -5.877719], [-3.505693, 1.561333, -6.547510], [-4.149375, 0.517713, -5.862462], [-3.869437, 0.293022, -4.515414], [-3.815023, 0.133101, -1.676674], [-2.297164, 2.211830, -1.652560], [0.638929, 1.490962, -2.237354], [-0.372174, 0.085309, -4.082349], [1.212577, -2.236594, -3.326322], [2.108964, -3.278089, -3.088204], [3.870062, -3.909867, -2.010179], [4.379179, -1.615065, -1.114923], [2.698589, 0.209406, -1.496021], [-1.462821, -1.284295, -1.541829], [-1.574084, 2.753124, -3.987391], [-2.072436, 3.191535, -6.396314], [-3.781239, 1.802779, -7.580618], [-4.900675, -0.090450, -6.371977], [-4.373094, -0.473862, -3.928319], [0.413002, -2.342587, -4.055906], [1.967315, -4.250067, -3.570354]], "atomic_forces_ev_per_a": [[0.4, 0.1, 0.3], [-0.8, -0.2, 0.5], [0.3, 0.2, 0.1], [0.5, -0.3, -0.9], [-0.3, 0.2, 0.4], [0.6, -0.5, 1.0], [-0.8, 0.0, 0.2], [-0.5, 1.6, -2.3], [3.3, -0.1, 1.0], [-2.7, -1.1, -0.9], [0.6, 0.0, 0.8], [0.3, 0.3, 0.3], [0.3, 0.0, -0.2], [0.0, 0.9, 0.3], [0.3, -0.4, -0.1], [-0.2, 0.1, 0.1], [0.2, -0.3, 0.1], [0.2, -0.9, 0.1], [-0.5, 0.2, -0.6], [0.7, 0.6, -0.3], [0.5, -0.7, -0.2], [0.6, 0.3, -0.2], [0.1, -0.8, 0.1], [0.0, 0.8, 0.2], [-0.2, -0.1, -0.2], [0.1, 0.0, 0.2], [-0.4, -0.1, -0.1], [-0.7, 0.0, 0.2], [-0.3, 0.3, -0.5], [-0.2, 0.3, 0.2], [0.0, 0.0, -0.4], [0.3, 0.0, 0.0], [-0.1, 0.1, 0.1], [-0.1, 0.0, 0.1], [0.2, 0.2, -0.2], [0.1, -0.2, -0.2], [0.2, -0.3, 0.1], [-0.2, -0.3, -0.2], [0.0, 0.4, 1.5], [0.3, 0.3, 0.0], [0.2, 0.0, 0.0], [0.1, 0.1, -0.1], [-0.1, -0.2, 0.1], [0.0, 0.1, -0.1], [0.0, 0.2, 0.0], [0.4, 0.2, 0.1], [-0.2, 0.1, 0.1], [-0.4, 0.2, -0.2], [-0.5, -0.2, 0.1], [-0.1, -0.6, -0.3], [0.2, 0.1, 0.1], [0.0, 0.0, -0.1], [-0.1, 0.1, 0.1], [-0.1, 0.0, 0.1], [0.0, -0.2, -0.1], [0.4, 0.2, 0.0], [-0.2, -0.1, -0.3], [0.0, -0.2, 0.2], [-0.3, 0.0, 0.0], [-0.4, 0.4, 0.2], [-0.3, 0.0, -0.1], [0.1, 0.4, -0.2], [-0.1, 0.2, -0.1], [-0.1, -0.2, -0.2], [-0.4, 0.0, 0.3], [0.7, 0.0, 0.1], [1.7, 0.2, -0.2], [-0.9, -0.5, 0.1], [-1.1, 0.3, -0.1], [-0.3, 0.2, -0.3], [0.2, -0.2, 0.1], [-0.4, -0.2, -0.1], [0.0, 0.1, 0.4], [0.0, 0.5, -0.2], [0.6, -0.1, 0.3], [0.8, 0.5, -0.2], [-0.3, -1.6, -0.3], [-0.5, -1.1, -0.5], [0.0, 0.2, 0.9], [-0.3, 0.0, 0.5], [0.3, 0.2, 0.2], [-0.1, 0.3, -0.1], [-0.6, -0.1, -0.3], [-0.2, -0.2, 0.1], [-0.1, 0.7, -0.6], [-0.2, -0.2, -0.2], [-0.2, -0.3, 0.1], [0.2, -0.3, 0.4], [0.2, 0.2, 0.2], [0.1, 0.1, -0.3], [0.0, 0.0, 0.3], [0.1, 0.4, 0.1]], "lowdin_charge": [-0.069, -0.188, -0.063, -0.220, -0.020, -0.052, -0.214, -0.142, -0.063, -0.098, -0.183, -0.037, -0.028, -0.227, -0.200, -0.070, -0.067, -0.020, -0.034, -0.173, -0.012, -0.009, -0.218, -0.200, -0.069, -0.057, -0.015, -0.045, -0.017, -0.016, 0.095, 0.075, 0.087, 0.092, 0.077, 0.092, 0.107, 0.109, 0.097, 0.090, 0.111, 0.095, 0.087, 0.093, 0.083, 0.076, 0.091, 0.094, 0.101, 0.119, 0.120, 0.095, 0.083, 0.093, 0.085, 0.070, 0.092, 0.093, 0.098, 0.109, 0.106, 0.095, -0.080, -0.074, -0.053, -0.259, 0.680, -0.273, 0.719, -0.288, -0.075, -0.067, -0.075, -0.077, -0.057, -0.322, -0.322, -0.305, -0.313, -0.058, -0.073, 0.103, 0.114, 0.101, 0.111, 0.118, 0.107, 0.103, 0.103, 0.110, 0.115, 0.107]}

***

Entry 4:
{"formula": "C4H7NO", "method": "wB97M-V/def2-TZVPD", "e_homo_ev": -9.668, "charge": 0, "lumo_ha": 0.0273, "smiles": "C[C@H]1NCC1=O", "symbols": ["C", "C", "N", "C", "C", "O", "H", "H", "H", "H", "H", "H", "H"], "coordinates": [[-1.788846, -0.122098, -0.036790], [-0.315904, -0.206288, 0.307692], [0.720573, -0.905031, -0.511902], [1.720663, 0.142717, -0.178603], [0.507682, 1.035406, -0.020443], [0.220057, 2.151510, -0.346053], [-2.305160, -1.085591, -0.002478], [-1.951210, 0.351845, -1.009265], [-2.243725, 0.533178, 0.719658], [-0.197804, -0.470104, 1.371461], [0.973580, -1.830803, -0.181415], [2.474502, 0.406299, -0.922429], [2.185587, -0.001046, 0.810562]], "atomic_forces_ev_per_a": [[0.0, 0.0, -0.1], [-0.4, 0.3, 0.2], [0.0, -0.3, 0.0], [0.3, 0.2, -0.1], [-0.1, 0.5, 0.0], [0.2, -0.4, 0.4], [0.1, 0.1, 0.0], [0.1, -0.2, 0.1], [0.0, -0.2, -0.2], [0.0, 0.1, -0.1], [-0.1, 0.1, 0.0], [-0.2, -0.2, 0.0], [0.0, 0.0, -0.2]], "nbo_charge": [-0.621, -0.159, -0.600, -0.336, 0.604, -0.507, 0.216, 0.225, 0.224, 0.186, 0.363, 0.214, 0.190]}

***

Copy entry 4 word for word.
{"formula": "C4H7NO", "method": "wB97M-V/def2-TZVPD", "e_homo_ev": -9.668, "charge": 0, "lumo_ha": 0.0273, "smiles": "C[C@H]1NCC1=O", "symbols": ["C", "C", "N", "C", "C", "O", "H", "H", "H", "H", "H", "H", "H"], "coordinates": [[-1.788846, -0.122098, -0.036790], [-0.315904, -0.206288, 0.307692], [0.720573, -0.905031, -0.511902], [1.720663, 0.142717, -0.178603], [0.507682, 1.035406, -0.020443], [0.220057, 2.151510, -0.346053], [-2.305160, -1.085591, -0.002478], [-1.951210, 0.351845, -1.009265], [-2.243725, 0.533178, 0.719658], [-0.197804, -0.470104, 1.371461], [0.973580, -1.830803, -0.181415], [2.474502, 0.406299, -0.922429], [2.185587, -0.001046, 0.810562]], "atomic_forces_ev_per_a": [[0.0, 0.0, -0.1], [-0.4, 0.3, 0.2], [0.0, -0.3, 0.0], [0.3, 0.2, -0.1], [-0.1, 0.5, 0.0], [0.2, -0.4, 0.4], [0.1, 0.1, 0.0], [0.1, -0.2, 0.1], [0.0, -0.2, -0.2], [0.0, 0.1, -0.1], [-0.1, 0.1, 0.0], [-0.2, -0.2, 0.0], [0.0, 0.0, -0.2]], "nbo_charge": [-0.621, -0.159, -0.600, -0.336, 0.604, -0.507, 0.216, 0.225, 0.224, 0.186, 0.363, 0.214, 0.190]}